Entry 1:
Formula: C7H11N
Source: the Open Molecules 2025 dataset
Level of theory: the ωB97M-V functional and the def2-TZVPD basis

The value obtained for the maximum force is 0.0882 Eh/bohr. The total energy is -327.8946 Eh. The orbital gap is 8.4 eV. For the energy above the lowest of the compared OMol25 structures with the same formula, charge and spin, the calculation gives 121.4 kcal/mol. The LUMO energy comes out at 0.41 eV.

Last column: natural (NBO) charge in e.
CARTESIAN COORDINATES (ANGSTROEM)
C -1.4031 0.0648 2.1688  -0.01
C 1.0935 -1.0001 -1.0290  -0.46
C -0.4035 -0.2583 0.1940  0.07
C 0.8322 -1.0644 0.4139  -0.01
C -0.2448 -0.3996 -1.1736  0.10
C 1.5153 -1.4391 1.4536  -0.43
C -0.7159 0.2795 -2.3524  -0.67
N -1.3127 0.4085 0.9579  -0.42
H -1.8657 0.5304 2.9890  0.18
H -1.0857 -1.0446 2.3909  0.14
H 1.8854 -0.2098 -1.2100  0.21
H 1.1763 -1.9119 -1.5921  0.21
H -1.5648 2.7016 0.0994  0.02
H -1.6130 3.4288 -0.3719  -0.04
H 1.1852 -1.1532 2.4727  0.19
H 2.3165 -2.2063 1.5233  0.21
H -0.3154 1.2864 -2.2871  0.24
H -1.8550 0.2281 -2.2534  0.24
H -0.2936 -0.2728 -3.1275  0.22

Entry 2:
Formula: C7H11N
Source: the Open Molecules 2025 dataset
Level of theory: the ωB97M-V functional and the def2-TZVPD basis

The value obtained for the maximum force is 0.1164 Eh/bohr. The total energy is -328.0026 Eh. As for the SMILES: c1ccccc1.CN. The orbital gap is 9.6 eV. For the energy above the lowest of the compared OMol25 structures with the same formula, charge and spin, the calculation gives 53.6 kcal/mol. The LUMO energy comes out at 1.02 eV.

Last column: natural (NBO) charge in e.
CARTESIAN COORDINATES (ANGSTROEM)
C -0.6818 -1.5545 -1.0381  -0.24
C -1.0589 -0.5302 -1.8810  -0.21
C -1.5378 0.7050 -1.4228  -0.22
C -1.6564 0.7382 0.0028  -0.17
C -1.5328 -0.3486 0.8335  -0.25
C -0.9033 -1.4293 0.3637  -0.18
H -0.2969 -2.5220 -1.3336  0.22
H -1.0617 -0.7348 -2.9302  0.21
H -1.6198 1.4857 -2.0560  0.21
H -2.0768 1.6096 0.5033  0.20
H -1.5961 -0.1166 1.7976  0.21
H -0.3727 -2.1448 1.1012  0.22
C 2.1053 0.5758 1.5124  -0.43
N 2.0880 0.7623 0.0370  -0.88
H 3.1551 1.1051 1.7724  0.21
H 1.0933 0.8264 2.0085  0.18
H 2.3295 -0.5326 1.4901  0.20
H 1.3145 0.3415 -0.4604  0.37
H 2.3093 1.7639 -0.3007  0.36

Entry 3:
Formula: C7H11N
Source: the Open Molecules 2025 dataset
Level of theory: the ωB97M-V functional and the def2-TZVPD basis

The value obtained for the maximum force is 0.1495 Eh/bohr. The total energy is -327.7019 Eh. The orbital gap is 8.4 eV. For the energy above the lowest of the compared OMol25 structures with the same formula, charge and spin, the calculation gives 242.2 kcal/mol. The LUMO energy comes out at 1.03 eV.

Last column: natural (NBO) charge in e.
CARTESIAN COORDINATES (ANGSTROEM)
C 0.1849 0.5672 -1.7854  -0.65
C -0.7880 0.4672 -0.4815  -0.15
C -0.0479 1.0701 0.6068  -0.45
C 1.2014 0.0904 0.6722  -0.09
C 1.1779 -0.8781 1.7490  -0.26
C -0.6732 -0.9180 0.3487  -0.02
C -1.6525 -0.7497 -0.5795  -0.37
H 1.3642 0.2429 -1.5117  0.23
H -0.4633 -0.0669 -2.9639  0.20
H 0.0293 1.8452 -2.2634  0.23
H 0.1951 1.9600 0.0678  0.23
H -0.4762 1.3387 1.4887  0.22
H 2.2287 0.3862 0.2184  0.22
H 2.1966 -1.1002 1.9107  0.21
H 0.5611 -0.8215 2.7037  0.21
H -1.1962 -0.5979 1.3170  0.17
H -2.6231 -0.6253 -0.1318  0.21
H -1.8069 -0.9303 -1.7858  0.26
N 0.5879 -1.2800 0.4201  -0.40

Entry 4:
Formula: C7H11N
Source: the Open Molecules 2025 dataset
Level of theory: the ωB97M-V functional and the def2-TZVPD basis

The value obtained for the maximum force is 0.0711 Eh/bohr. The total energy is -327.9837 Eh. As for the SMILES: C=C1[C@H](C)C=CN1C. The orbital gap is 8.2 eV. For the energy above the lowest of the compared OMol25 structures with the same formula, charge and spin, the calculation gives 65.4 kcal/mol. The LUMO energy comes out at 1.04 eV.

Last column: natural (NBO) charge in e.
CARTESIAN COORDINATES (ANGSTROEM)
C 0.6045 0.5651 -1.7633  -0.55
C 0.2245 0.1481 -0.5409  0.25
C -0.6848 -1.2848 0.0226  -0.22
C -2.1841 -1.1241 -0.2990  -0.61
C -0.2022 -1.2497 1.4576  -0.33
C 0.5192 -0.1484 1.6664  0.02
N 0.7919 0.6172 0.6115  -0.45
C 1.6394 1.8111 0.6883  -0.40
H 1.4827 1.3451 -1.8083  0.19
H 0.1306 0.3390 -2.6439  0.21
H -0.3719 -2.2031 -0.5559  0.22
H -2.3343 -0.8687 -1.2877  0.21
H -2.6944 -0.3363 0.2756  0.21
H -2.7917 -2.0065 0.0307  0.21
H -0.4760 -1.8311 2.3462  0.22
H 0.8864 0.0493 2.6572  0.21
H 2.5412 1.5167 1.1507  0.20
H 1.7324 2.2639 -0.3056  0.22
H 1.1582 2.6152 1.3046  0.20